Record 1
The following is a DFT calculation (ωB97M-V/def2-TZVPD) of C20H18BBrIrN5S as an isolated structure.

Calculated values
HOMO (alpha / beta), eV: -8.13 / -8.26
LUMO (alpha / beta), Eh: -0.080 / -0.082
ΔE to the lowest compared entry with this formula, charge and spin, eV: 0.078
Kohn-Sham gap (alpha / beta), eV: 5.939 / 6.024

ORCA input file:
```
! wB97M-V def2-TZVPD RIJCOSX def2/J DEFGRID3
* xyz 0 1
Ir 0.04686 1.56793 -1.62935
S 2.22035 0.75072 -2.08189
C 2.39657 0.01644 -0.48158
N 3.62241 -0.39655 -0.24948
N 4.00281 -0.97166 0.86642
C 3.29911 -1.64688 1.87948
C 2.10964 -2.33010 1.64492
C 1.49347 -3.00801 2.68219
C 2.05041 -3.01841 3.95411
C 3.25856 -2.37155 4.17462
C 3.88713 -1.69800 3.14265
N 1.40801 -0.03632 0.41443
N 0.32686 0.57302 0.09804
C -0.66476 0.56542 1.10793
C -0.58847 -0.28079 2.21591
C -1.57803 -0.24155 3.17976
C -2.64811 0.63642 3.06266
C -2.73065 1.47258 1.95755
C -1.75122 1.43266 0.98429
H 5.00003 -0.89461 0.99697
H 1.68410 -2.34651 0.65127
H 0.57348 -3.54593 2.49275
H 1.55310 -3.52721 4.76855
H 3.71877 -2.39383 5.15337
H 4.83148 -1.19376 3.31330
H 0.25023 -0.95662 2.30689
H -1.51814 -0.90857 4.02983
H -3.40702 0.67618 3.83218
H -3.55750 2.16183 1.85313
H -1.82175 2.09220 0.12445
B 0.35708 5.08070 -4.52588
C 0.08961 3.78999 -3.72235
N -0.10230 2.82178 -3.11091
H 0.96750 5.81601 -3.78336
H 0.95612 4.77045 -5.52822
H -0.69818 5.58634 -4.83441
Br -4.81940 -2.53658 -3.72272
C -3.42842 -1.38604 -3.14103
C -3.33561 -0.11072 -3.66841
C -2.31649 0.73170 -3.24217
C -1.40753 0.31481 -2.27378
C -1.51514 -0.98037 -1.76685
C -2.51995 -1.83314 -2.19560
H -4.03730 0.22439 -4.41932
H -2.24652 1.71402 -3.68932
H -0.82012 -1.34529 -1.02201
H -2.59110 -2.83654 -1.79899
*
```


Record 2
The following is a DFT calculation (ωB97M-V/def2-TZVPD) of a 8-piece molecular cluster, C20H18BrCl21O2 overall.

Calculated values
HOMO, eV: -9.79
LUMO, Eh: -0.035
SMILES: CC[C@@H](Br)C1=CC(=O)c2ccccc2C1=O.ClC(Cl)Cl.ClC(Cl)Cl.ClC(Cl)Cl.ClC(Cl)Cl.ClC(Cl)Cl.ClC(Cl)Cl.ClC(Cl)Cl
Kohn-Sham gap, eV: 8.833

ORCA input file:
```
! wB97M-V def2-TZVPD RIJCOSX def2/J DEFGRID3
* xyz 0 1
C 3.51699 0.17826 2.14970
C 2.24985 -0.40989 1.49560
C 1.20057 0.68730 1.25879
Br 1.92721 2.10402 0.12169
C -0.11989 0.15697 0.76299
C -0.60852 0.29898 -0.47011
C -1.95027 -0.26868 -0.78409
O -2.23438 -0.75888 -1.85308
C -2.91603 -0.22103 0.35323
C -4.27277 -0.00580 0.18035
C -5.08514 0.05710 1.29953
C -4.59436 -0.11334 2.58907
C -3.23346 -0.33771 2.75763
C -2.41830 -0.38397 1.64130
C -0.94759 -0.59129 1.77389
O -0.46492 -1.32817 2.60770
H 3.28205 1.10631 2.66902
H 3.93416 -0.53644 2.85614
H 4.24492 0.38341 1.36735
H 1.81966 -1.17899 2.13159
H 2.48095 -0.84252 0.52576
H 1.01349 1.15840 2.22533
H -0.07126 0.84183 -1.23657
H -4.66870 0.13247 -0.81613
H -6.14573 0.23342 1.16785
H -5.21821 -0.10799 3.46879
H -2.77425 -0.47753 3.72704
Cl -3.74385 4.54273 4.16114
C -5.35548 4.04434 3.65403
Cl -5.27755 2.51009 2.76616
Cl -6.43711 3.90441 5.04110
H -5.75139 4.80464 2.99383
Cl -1.15832 -5.93410 2.11904
C -0.43220 -4.44352 1.51217
Cl 1.32664 -4.57853 1.46109
Cl -1.06869 -4.04167 -0.08499
H -0.68595 -3.64093 2.19017
Cl 4.33281 0.14200 -4.12417
C 3.86356 -0.88652 -2.77546
Cl 5.13525 -0.93809 -1.54705
Cl 2.34708 -0.31807 -2.07367
H 3.70833 -1.89374 -3.13742
Cl 1.36007 -2.74246 -5.91073
C 0.85940 -3.72064 -4.53059
Cl 2.13666 -3.79537 -3.31594
Cl -0.61405 -3.07264 -3.81548
H 0.67544 -4.72909 -4.87683
Cl -3.25133 8.46475 4.13865
C -1.77517 8.26299 5.08334
Cl -2.03361 8.74734 6.75837
Cl -1.19404 6.59962 4.99430
H -1.01538 8.90592 4.66016
Cl 1.22378 3.32997 -6.24081
C 2.47124 3.77743 -5.07732
Cl 2.05319 3.20499 -3.46122
Cl 4.04469 3.15205 -5.57355
H 2.53322 4.85675 -5.04814
Cl 5.31415 -7.85506 -3.48180
C 4.80177 -6.90349 -4.87362
Cl 3.04538 -6.94884 -5.04929
Cl 5.37810 -5.24166 -4.74467
H 5.23732 -7.34186 -5.76121
*
```